148
Properties=species:S:1:pos:R:3:mulliken_charge:R:1 method="wB97M-V/def2-TZVPD" de_lowest_kcal_mol=159.6 lumo_energy_ev=-0.23 gap_ev=7.59
C 6.976 3.634 -1.996 -1.4211
C 5.646 3.495 -2.790 0.4035
C 4.568 2.577 -2.221 0.0522
O 4.917 1.257 -2.586 -0.4838
C 3.983 0.170 -2.487 -0.1930
N 5.085 4.832 -2.894 -0.6204
H 7.446 4.616 -2.066 0.4062
H 7.718 2.866 -2.214 0.3377
H 6.778 3.653 -0.925 0.2386
H 5.985 3.226 -3.790 0.2063
H 3.621 2.869 -2.673 0.1689
H 4.460 2.706 -1.144 0.0460
H 3.106 0.546 -3.014 0.2031
H 3.767 -0.108 -1.455 -0.0941
H 4.336 -0.776 -2.898 0.3676
H 5.828 5.510 -2.980 0.2512
H 4.493 5.077 -2.114 0.2018
C 5.758 -6.259 0.941 -1.4211
C 5.740 -5.100 2.017 0.3013
C 4.504 -4.209 2.007 -0.8406
O 4.377 -3.424 0.794 -0.4831
C 3.091 -2.841 0.653 -0.1865
N 5.877 -5.845 3.311 -0.7643
H 5.372 -5.975 -0.038 0.3373
H 5.081 -7.063 1.231 0.3337
H 6.794 -6.590 0.872 0.4040
H 6.601 -4.487 1.749 0.2912
H 4.333 -3.633 2.916 0.3359
H 3.637 -4.869 2.043 0.6045
H 2.906 -2.206 1.520 0.2773
H 2.249 -3.521 0.779 0.2698
H 3.074 -2.348 -0.319 -0.0365
H 6.582 -6.555 3.173 0.3135
H 5.002 -6.343 3.382 0.2882
C -8.796 4.660 -1.498 -1.3390
C -7.280 4.573 -1.453 0.6904
C -6.753 3.664 -2.570 -0.8869
O -5.317 3.568 -2.621 -0.4516
C -4.725 3.008 -1.508 -0.6274
N -6.742 5.896 -1.700 -0.7216
H -9.209 5.589 -1.107 0.3851
H -9.370 3.938 -0.918 0.3487
H -9.122 4.601 -2.536 0.2885
H -7.088 4.047 -0.518 0.1219
H -7.136 3.875 -3.569 0.4276
H -7.168 2.714 -2.235 0.3591
H -5.061 2.037 -1.144 0.4523
H -4.608 3.797 -0.765 0.1655
H -3.708 2.907 -1.886 0.1935
H -5.788 5.910 -1.368 0.2622
H -7.196 6.454 -0.992 0.2884
C 1.531 0.899 0.623 -0.6663
C 0.045 0.852 0.252 2.6818
C -0.814 0.161 1.273 0.9982
O -2.218 0.227 1.091 0.0836
C -2.733 -0.462 -0.104 -0.4509
N -0.359 2.217 -0.030 -0.4695
H 1.579 1.412 1.583 0.2319
H 2.154 1.464 -0.070 -0.2453
H 1.982 -0.086 0.738 -0.2330
H -0.011 0.285 -0.677 -1.4817
H -0.657 0.482 2.303 -0.7071
H -0.516 -0.887 1.246 -0.2953
H -2.618 -1.539 0.023 0.1397
H -2.195 -0.127 -0.991 -0.2137
H -3.789 -0.239 -0.256 0.3546
H -0.725 2.207 -0.972 0.2438
H -1.221 2.413 0.458 0.0256
C -3.206 3.450 2.093 0.6641
O -2.170 3.570 1.446 -0.7804
N -3.606 2.334 2.710 -0.2384
N -4.096 4.358 2.214 -0.4154
H -4.486 2.337 3.205 0.1746
H -2.960 1.562 2.798 -0.0233
H -4.090 5.049 1.477 0.2908
H -4.947 4.005 2.627 0.1381
C -2.873 -1.629 4.225 0.6918
O -1.664 -1.394 4.139 -0.7522
N -3.705 -1.782 3.214 -0.2670
N -3.439 -1.835 5.367 -0.5031
H -4.671 -1.570 3.421 0.2167
H -3.272 -1.813 2.302 0.0626
H -4.398 -1.611 5.590 0.1594
H -2.845 -1.907 6.180 0.2662
C 1.386 -2.649 -2.621 0.7660
O 2.126 -2.005 -3.355 -0.7873
N 1.568 -3.832 -2.222 -0.1491
N 0.285 -2.227 -2.178 0.3980
H 0.851 -4.189 -1.606 0.0695
H 2.299 -4.466 -2.510 0.2360
H -0.119 -2.777 -1.433 0.0685
H -0.130 -1.336 -2.411 -0.2823
C -2.057 -5.202 -0.076 0.6756
O -1.249 -4.338 -0.283 -0.6162
N -1.723 -6.452 -0.025 -0.3697
N -3.316 -5.050 -0.094 -0.3857
H -0.756 -6.726 0.082 0.2342
H -2.439 -7.163 -0.002 0.1292
H -3.984 -5.766 0.155 0.1878
H -3.603 -4.091 -0.230 0.1495
C 0.666 1.360 4.549 0.6141
O 1.329 2.366 4.573 -0.7136
N 1.058 0.251 4.084 -0.1939
N -0.614 1.280 4.756 -0.3409
H 1.955 0.205 3.622 0.1549
H 0.508 -0.581 4.241 0.1936
H -1.193 0.456 4.673 0.2022
H -0.909 2.238 4.882 0.1557
C 0.154 -4.726 2.932 0.6888
O 0.002 -5.866 2.570 -0.7504
N 0.907 -4.408 3.951 -0.2963
N -0.326 -3.629 2.356 0.6616
H 1.224 -5.141 4.570 0.2533
H 1.066 -3.444 4.208 0.0713
H -0.279 -2.682 2.705 -0.2805
H -0.790 -3.847 1.485 -0.3925
C -0.657 1.069 -3.781 0.2603
O -0.906 0.151 -3.112 -0.2902
N -1.326 1.496 -4.810 -0.4685
N 0.342 1.765 -3.471 -0.0109
H -1.118 2.395 -5.221 0.1514
H -2.129 0.936 -5.058 0.2198
H 0.344 2.694 -3.869 0.1827
H 0.860 1.533 -2.636 -0.2412
C -4.420 -1.876 -2.718 0.4770
O -4.409 -2.428 -1.646 -0.6638
N -5.321 -2.140 -3.643 -0.4069
N -3.652 -0.846 -3.081 -0.0730
H -5.340 -1.518 -4.439 0.1071
H -6.120 -2.733 -3.475 0.2597
H -3.741 -0.402 -3.984 0.2038
H -2.823 -0.722 -2.517 0.1212
C 5.241 0.076 1.672 0.7256
O 4.213 0.138 2.333 -0.6641
N 5.896 0.970 1.051 -0.2993
N 5.904 -0.987 1.425 -0.3245
H 5.556 1.918 0.971 0.1729
H 6.604 0.601 0.432 0.1040
H 6.690 -0.934 0.793 0.1125
H 5.548 -1.917 1.594 0.1291
C 1.970 4.953 -1.394 0.4830
O 2.877 5.788 -1.308 -0.8662
N 1.790 3.992 -0.587 0.1732
N 1.330 4.822 -2.510 -0.1910
H 0.964 3.431 -0.741 0.0986
H 2.296 3.995 0.287 0.1696
H 0.615 4.116 -2.619 0.0600
H 1.391 5.576 -3.179 0.2035

---

23
Properties=species:S:1:pos:R:3:mulliken_charge:R:1 method="wB97M-V/def2-TZVPD" total_charge=-1 de_lowest_kcal_mol=55.0 lumo_energy_ev=3.19 gap_ev=7.33
C 1.976 -2.367 1.856 -1.3192
C -0.728 -1.667 -1.519 0.6163
C -0.660 -2.964 -0.959 -0.6270
C -0.092 -0.565 -0.822 -0.4119
C 0.131 -3.101 0.183 -0.3307
C 0.735 -0.748 0.391 -0.6425
C 0.946 -2.066 0.776 0.5934
O -1.585 -1.289 -2.512 -0.5999
H -1.778 -0.284 -2.384 0.3738
H -0.989 -3.768 -1.586 0.3488
H -0.333 0.414 -1.078 0.3096
H 0.279 -4.124 0.638 0.2365
H 1.122 0.080 0.986 0.4683
H 2.807 -1.653 1.921 0.3540
H 2.435 -3.362 1.754 0.3564
H 1.475 -2.245 2.891 0.2463
C -1.227 4.744 0.176 -0.8589
C -0.200 3.612 -0.386 0.5667
O -0.558 3.185 -1.436 -0.6408
O 0.885 3.392 0.235 -0.7487
H -1.107 4.708 1.259 0.2633
H -2.352 4.379 -0.147 0.1641
H -1.181 5.690 -0.237 0.2819

---

6
Properties=species:S:1:pos:R:3:mulliken_charge:R:1 method="wB97M-V/def2-TZVPD" de_lowest_kcal_mol=73.6 lumo_energy_ev="-1.23 / -1.22" gap_ev="7.21 / 7.58"
C -1.128 0.173 -0.101 0.1160
N 0.988 0.012 0.882 -0.5663
O -1.269 1.038 -0.874 -0.2320
I 1.049 -1.942 -0.053 0.1071
I 2.140 1.420 0.134 0.2054
H -1.780 -0.702 0.011 0.3699

---

43
Properties=species:S:1:pos:R:3:mulliken_charge:R:1 method="wB97M-V/def2-TZVPD" total_charge=+3 multiplicity=4 s_squared=3.79 lumo_energy_ev="-11.28 / -11.81" gap_ev="6.26 / 5.86"
Re -0.400 0.168 0.243 0.3926
C 4.025 -2.371 -1.151 -0.8177
N 3.341 -2.387 0.140 0.0713
C 3.858 -2.929 1.294 -0.6048
C 2.935 -2.785 2.262 -0.2647
N 1.830 -2.152 1.696 0.2829
C 2.115 -1.916 0.382 0.3980
S 1.163 -1.178 -0.859 -0.2968
C 0.607 -1.964 2.385 1.2086
C 0.362 -2.696 3.538 -0.9063
C -0.801 -2.479 4.258 -0.4814
C -1.715 -1.533 3.806 -0.8367
C -1.420 -0.865 2.646 0.0477
N -0.285 -1.065 1.925 -0.1409
H 5.095 -2.272 -0.990 0.3364
H 3.676 -1.538 -1.755 0.3480
H 3.840 -3.304 -1.684 0.3627
H 4.839 -3.373 1.342 0.4854
H 3.017 -3.037 3.304 0.4376
H 1.062 -3.448 3.867 0.3924
H -0.991 -3.045 5.161 0.4794
H -2.637 -1.338 4.335 0.4466
H -2.126 -0.132 2.258 0.3603
C 1.280 2.756 -0.186 -1.5682
C 0.024 2.836 -0.995 1.1931
C -0.306 3.985 -1.709 -0.9510
C -1.433 4.009 -2.502 -0.4598
C -2.253 2.864 -2.588 0.7039
C -3.406 2.793 -3.404 -0.7616
C -4.168 1.648 -3.446 -0.8087
C -3.823 0.544 -2.663 -0.4696
C -2.702 0.596 -1.845 0.8735
S -2.281 -0.739 -0.818 -0.0979
C -1.892 1.745 -1.815 0.0638
N -0.763 1.738 -1.031 0.0387
H 2.108 2.456 -0.833 0.3122
H 1.217 2.029 0.643 0.4024
H 1.533 3.722 0.247 0.4666
H 0.334 4.853 -1.636 0.4912
H -1.706 4.899 -3.056 0.5132
H -3.679 3.653 -4.002 0.4544
H -5.041 1.603 -4.083 0.4435
H -4.432 -0.352 -2.682 0.4596

---

21
Properties=species:S:1:pos:R:3:mulliken_charge:R:1 method="wB97M-V/def2-TZVPD" de_lowest_kcal_mol=211.6 lumo_energy_ev=-5.29 gap_ev=3.47
C 3.988 -0.096 -0.098 -0.5252
O -0.416 0.483 1.731 -0.6630
C 2.675 0.275 0.029 0.3189
C -2.511 -1.801 0.807 -0.4876
C -3.041 -1.159 -0.233 -0.3303
O -1.376 1.873 -0.168 -0.8028
N 1.580 -0.465 -0.065 -0.4600
H 4.275 -1.143 -0.104 0.2782
H 4.769 0.624 0.106 0.2710
H 0.416 0.486 1.292 0.2626
H 2.467 1.345 0.026 0.3312
H -2.690 -2.842 1.048 0.2444
H -1.863 -1.240 1.471 0.2483
H -2.742 -0.152 -0.480 0.1449
H -3.832 -1.639 -0.802 0.2411
H -1.457 2.826 -0.014 0.1876
H 1.756 -1.439 -0.320 0.1844
H -0.944 1.137 1.170 0.3861
H -0.832 1.061 -1.535 0.4300
H 0.115 -0.027 -1.195 0.3620
O -0.301 0.337 -1.986 -0.6218

---

no.,E (Eh)
1,-3408.6243
2,-575.2707
3,-763.9258
4,-1826.9318
5,-440.3779